No. 1
8
Properties=species:S:1:pos:R:3:nbo_charge:R:1 method="wB97M-V/def2-TZVPD" mol_weight_g_mol=74.05 lumo_ev=0.85 homo_ha=-0.3545 orbital_gap_ev=10.5
C -0.5409 0.6578 0.1767 -0.38
C -0.7475 -0.6214 0.5117 0.19
C 0.6751 0.1432 -0.5291 0.46
O 0.2785 -1.1428 -0.2286 -0.50
F 2.0302 0.3809 0.2695 -0.41
H -0.9975 1.5700 0.2737 0.22
H -1.4805 -1.2396 1.1622 0.22
H 0.7827 0.2518 -1.6361 0.19

---

No. 2
8
Properties=species:S:1:pos:R:3:nbo_charge:R:1 method="wB97M-V/def2-TZVPD" mol_weight_g_mol=60.06 lumo_ev=1.44 homo_ha=-0.3477 orbital_gap_ev=10.9 smiles=N#N.NN
N 2.7928 -0.0908 -0.6025 0.01
N 2.4570 -0.1366 0.4169 -0.01
N -1.2151 -0.5823 -0.2169 -0.68
N -0.6159 0.7069 -0.1914 -0.66
H -0.9771 -1.0940 0.6335 0.33
H -2.2044 -0.5690 -0.3800 0.35
H 0.3656 0.5835 -0.3700 0.33
H -0.6030 1.1824 0.7104 0.32

---

No. 3
88
Properties=species:S:1:pos:R:3:lowdin_charge:R:1 method="wB97M-V/def2-TZVPD" mol_weight_g_mol=942.44 total_charge=+2 lumo_ev=-6.73 homo_ha=-0.5006 orbital_gap_ev=6.9
Sn 0.6164 0.0364 0.8925 1.37
Br 7.9295 0.0409 -0.9515 0.82
C 6.2849 0.1213 -0.0443 -0.68
C 5.5262 -1.0339 0.1029 -0.09
C 4.3017 -0.9773 0.7457 -0.02
C 3.8551 0.2368 1.2444 -0.29
C 4.6190 1.3857 1.1230 -0.01
C 5.8411 1.3296 0.4725 -0.09
N 2.5783 0.3176 1.9044 0.03
C 2.5740 0.5692 3.1581 0.00
C 1.3157 0.7789 3.8805 -0.24
C 1.2849 1.0366 5.2357 0.04
C 0.0463 1.2763 5.8280 0.00
C -1.0856 1.2620 5.0377 0.01
C -0.9656 0.9893 3.6754 -0.06
N 0.2091 0.7427 3.1190 0.03
H 5.8931 -1.9754 -0.2809 0.11
H 3.7174 -1.8804 0.8642 0.11
H 4.2543 2.3337 1.4981 0.12
H 6.4389 2.2227 0.3602 0.12
H 3.5174 0.6444 3.6948 0.17
H 2.1999 1.0535 5.8124 0.13
H -0.0240 1.4788 6.8878 0.13
H -2.0637 1.4555 5.4543 0.13
H -1.8284 0.9567 3.0211 0.12
C -5.7702 -5.3202 -0.8654 -0.03
C -4.8965 -4.1167 -0.6837 -0.24
C -5.3658 -2.9959 0.0047 -0.01
C -4.5813 -1.8655 0.1445 -0.05
C -3.3041 -1.8661 -0.4081 -0.32
C -2.8100 -2.9605 -1.1022 -0.04
C -3.6133 -4.0794 -1.2318 -0.01
S -2.3148 -0.4522 -0.1450 0.64
O -3.1469 0.6747 0.1543 -0.28
O -1.3441 -0.2784 -1.2177 -0.33
N -1.3608 -0.7048 1.1922 -0.18
C -0.9740 -1.9567 1.6936 -0.38
C -1.7464 -3.0703 1.9995 0.03
C -1.0933 -4.1713 2.5199 0.00
C 0.2788 -4.1469 2.7578 -0.03
C 0.9710 -2.9957 2.4694 -0.09
N 0.3469 -1.9290 1.9616 0.01
H -6.4765 -5.4283 -0.0440 0.09
H -5.1816 -6.2330 -0.9413 0.09
H -6.3489 -5.2242 -1.7863 0.10
H -6.3630 -3.0077 0.4253 0.13
H -4.9515 -0.9906 0.6609 0.12
H -1.8161 -2.9471 -1.5249 0.11
H -3.2409 -4.9408 -1.7712 0.13
H -2.8101 -3.0749 1.8184 0.12
H -1.6584 -5.0639 2.7532 0.13
H 0.7941 -5.0045 3.1636 0.12
H 2.0368 -2.9048 2.6382 0.12
O 0.6048 -3.0721 -0.7602 0.12
C 1.2255 -2.1710 -1.2665 -0.40
N 1.5114 -0.9514 -0.6409 0.00
C 2.1143 -0.0703 -1.5476 -0.43
O 2.2700 1.1011 -1.2769 0.09
C 2.4112 -0.8380 -2.7759 -0.08
C 3.0706 -0.4788 -3.9341 0.03
C 3.1725 -1.4493 -4.9268 -0.03
C 2.6262 -2.7195 -4.7566 -0.03
C 1.9592 -3.0724 -3.5868 0.03
C 1.8656 -2.1066 -2.6064 -0.08
H 3.4913 0.5092 -4.0605 0.13
H 3.6839 -1.2171 -5.8509 0.12
H 2.7238 -3.4437 -5.5539 0.12
H 1.5343 -4.0571 -3.4507 0.13
N -3.8821 7.8939 -4.8265 0.19
C -3.2950 7.2188 -4.1081 -0.16
C -2.5683 6.3684 -3.2087 -0.21
C -2.1009 6.8705 -1.9980 0.01
C -1.4110 6.0447 -1.1282 0.01
C -1.1863 4.7235 -1.4823 -0.16
C -1.6360 4.2126 -2.6905 0.01
C -2.3343 5.0389 -3.5521 0.01
N -0.4796 3.8671 -0.5721 0.03
C 0.4403 4.2582 0.3798 0.01
C 0.8354 3.1340 1.0172 -0.08
N 0.1530 2.0625 0.4764 -0.04
C -0.6188 2.5425 -0.4939 -0.08
H -2.2893 7.9014 -1.7341 0.13
H -1.0833 6.4333 -0.1746 0.12
H -1.4326 3.1925 -2.9861 0.12
H -2.6901 4.6582 -4.4990 0.13
H 0.7523 5.2790 0.5002 0.14
H 1.5540 3.0261 1.8094 0.11
H -1.2871 1.9636 -1.1050 0.12